No. 1
151
Properties=species:S:1:pos:R:3 method="wB97M-V/def2-TZVPD" total_charge=+1 e_homo_ev=-10.84 fmax_ev_per_a=7.16 homo_lumo_gap_ev=6.86 e_tot_ha=-6638.76801 lumo_energy_ev=-3.980
C 1.128 3.314 3.096
C 0.278 2.332 2.820
C -0.569 1.067 2.339
C -0.441 0.536 0.817
B -0.046 1.709 -0.295
N 0.223 1.393 -1.765
O 0.026 3.137 -0.061
C -1.994 0.202 0.453
B -2.802 1.415 -0.335
N -3.306 2.623 0.379
O -3.071 1.349 -1.791
C -2.289 -1.144 -0.368
N -1.573 -2.270 0.376
N -2.087 -2.656 1.572
C -1.741 -2.069 2.854
C -3.454 -3.196 1.592
C -4.518 -2.579 2.684
O -3.958 -4.063 0.799
C -0.047 -2.168 0.239
C 0.562 -3.504 0.909
C 0.181 -4.922 0.249
C -1.188 -5.616 0.770
C -0.947 -7.247 0.810
C -0.916 -7.678 2.370
C -0.064 -9.047 2.564
C 0.262 -9.160 4.159
C 0.289 -2.365 -1.371
C 1.798 -2.665 -1.762
C 2.566 -1.410 -2.496
Br 1.752 -4.116 -3.180
C 0.591 -0.755 0.643
P 2.031 -0.773 1.896
C 3.590 -1.669 1.186
O 2.781 0.811 2.023
H 2.054 3.926 3.439
H -1.655 1.396 2.636
H -0.320 0.247 3.136
H -0.509 0.735 -2.090
H 0.049 2.252 -2.341
H -0.740 3.449 0.503
H -2.684 0.065 1.393
H -3.889 2.310 1.181
H -3.999 3.066 -0.271
H -3.761 0.644 -1.923
H -2.085 -1.111 -1.496
H -3.455 -1.268 -0.323
H -1.789 -3.081 -0.272
H -2.241 -1.090 3.190
H -1.972 -2.841 3.703
H -0.590 -1.890 2.963
H -5.592 -2.854 2.345
H -4.467 -1.413 2.605
H -4.332 -2.966 3.751
H 1.729 -3.535 0.937
H 0.304 -3.638 2.044
H 0.180 -4.997 -0.892
H 1.019 -5.670 0.589
H -1.563 -5.243 1.789
H -1.963 -5.469 -0.093
H -0.004 -7.573 0.235
H -1.855 -7.744 0.265
H -0.355 -6.820 2.931
H -2.009 -7.748 2.751
H 0.910 -8.968 1.928
H -0.730 -9.914 2.185
H -0.722 -8.878 4.707
H 1.054 -8.339 4.399
H 0.620 -10.221 4.419
H -0.382 -3.149 -1.878
H 0.016 -1.346 -1.876
H 2.520 -3.046 -0.971
H 3.582 -1.758 -2.921
H 2.800 -0.550 -1.753
H 1.915 -1.087 -3.387
H 1.220 -0.417 -0.292
H 3.679 -1.549 0.042
H 3.638 -2.785 1.531
H 4.577 -1.211 1.615
H 2.896 1.103 1.070
C 5.823 0.370 -1.361
C 6.633 1.368 -1.719
C 7.987 1.103 -2.249
O 8.727 2.013 -2.574
C 8.408 -0.308 -2.368
C 7.597 -1.306 -2.009
C 6.244 -1.041 -1.480
O 5.502 -1.954 -1.154
H 4.828 0.546 -0.970
H 6.340 2.408 -1.639
H 9.402 -0.484 -2.758
H 7.891 -2.345 -2.090
C -6.360 6.570 1.003
C -6.172 7.572 1.864
C -5.043 7.564 2.816
O -4.872 8.478 3.603
C -4.128 6.403 2.778
C -4.316 5.401 1.917
C -5.446 5.409 0.965
O -5.619 4.494 0.175
H -7.183 6.560 0.299
H -6.833 8.430 1.904
H -3.305 6.414 3.482
H -3.655 4.543 1.877
C -7.067 12.934 1.843
C -7.123 11.608 1.709
C -8.366 10.931 1.285
O -8.418 9.719 1.164
C -9.545 11.780 1.014
C -9.490 13.106 1.148
C -8.247 13.783 1.572
O -8.195 14.993 1.693
H -6.165 13.446 2.153
H -6.267 10.972 1.903
H -10.447 11.268 0.704
H -10.345 13.742 0.955
C 7.910 0.948 -7.460
C 9.013 0.567 -8.107
C 10.349 0.700 -7.489
O 11.356 0.353 -8.079
C 10.415 1.270 -6.127
C 9.312 1.652 -5.481
C 7.976 1.519 -6.099
O 6.967 1.866 -5.507
H 6.923 0.859 -7.898
H 8.981 0.146 -9.105
H 11.402 1.360 -5.689
H 9.343 2.073 -4.483
C 3.921 -5.234 -5.693
C 4.721 -4.226 -6.045
C 6.081 -4.473 -6.567
O 6.813 -3.552 -6.886
C 6.520 -5.879 -6.686
C 5.720 -6.887 -6.335
C 4.360 -6.640 -5.812
O 3.627 -7.560 -5.493
H 2.922 -5.070 -5.308
H 4.414 -3.190 -5.964
H 7.519 -6.042 -7.072
H 6.026 -7.923 -6.415
C -3.623 0.266 6.175
C -4.474 -0.004 7.167
C -5.875 0.463 7.122
O -6.652 0.219 8.026
C -6.297 1.239 5.937
C -5.446 1.509 4.946
C -4.045 1.042 4.991
O -3.265 1.287 4.083
H -2.592 -0.067 6.192
H -4.180 -0.571 8.042
H -7.328 1.572 5.920
H -5.739 2.076 4.071

No. 2
144
Properties=species:S:1:pos:R:3 method="wB97M-V/def2-TZVPD" total_charge=-1 e_homo_ev=-5.15 fmax_ev_per_a=1.17 homo_lumo_gap_ev=7.24 e_tot_ha=-3519.87709 lumo_energy_ev=2.095
C 3.361 1.596 3.210
C 2.254 2.296 2.429
P 1.100 1.122 1.453
O -0.038 0.000 0.712
C -1.099 0.449 -0.072
C -2.053 1.478 0.524
N -2.942 1.952 -0.544
C -4.310 2.198 -0.157
C -4.556 3.651 0.361
C -5.366 3.681 1.671
O -3.360 4.409 0.477
O 0.872 2.258 0.177
C 1.805 2.220 -0.861
C 1.179 2.573 -2.214
C 0.827 4.033 -2.280
C -0.440 4.466 -1.888
C -0.748 5.816 -1.887
C 0.200 6.755 -2.278
C 1.461 6.333 -2.678
C 1.771 4.980 -2.674
C 2.692 0.940 -0.750
C 4.156 1.398 -0.999
C 4.885 1.881 0.246
C 6.191 2.549 -0.153
O 7.030 2.752 0.995
C 6.742 3.840 1.757
C 6.902 3.565 3.229
O 6.439 4.904 1.287
P 2.505 -0.308 -2.141
C 0.982 -1.272 -1.931
O 3.619 -1.461 -1.679
O 2.471 0.422 0.522
H 2.931 1.009 4.026
H 3.929 0.908 2.583
H 4.063 2.309 3.657
H 1.608 2.805 3.154
H 2.648 3.085 1.781
H -0.007 1.631 2.205
H 1.327 0.098 2.430
H -0.775 0.836 -1.040
H -1.705 -0.445 -0.298
H -1.476 2.319 0.911
H -2.637 1.039 1.344
H -2.901 1.319 -1.330
H -4.939 2.058 -1.040
H -4.653 1.477 0.599
H -5.138 4.180 -0.397
H -5.425 2.692 2.131
H -4.893 4.353 2.386
H -6.390 4.013 1.497
H -2.830 4.031 1.187
H 2.502 3.054 -0.652
H 0.256 2.002 -2.334
H 1.846 2.282 -3.029
H -1.178 3.741 -1.555
H -1.727 6.142 -1.560
H -0.034 7.813 -2.268
H 2.210 7.054 -2.981
H 2.756 4.637 -2.978
H 4.136 2.207 -1.742
H 4.761 0.607 -1.454
H 4.280 2.615 0.781
H 5.115 1.046 0.907
H 5.994 3.511 -0.634
H 6.753 1.942 -0.864
H 6.615 2.540 3.452
H 6.283 4.259 3.789
H 7.952 3.691 3.502
H 0.116 -0.701 -2.248
H 1.096 -2.145 -2.579
H 0.858 -1.624 -0.906
H 3.827 -1.385 -0.737
C -1.462 -5.136 2.585
C -2.424 -5.494 1.652
C -2.742 -4.625 0.617
C -2.092 -3.401 0.519
C -1.129 -3.039 1.454
C -0.817 -3.910 2.491
H -1.217 -5.820 3.390
H -2.929 -6.448 1.740
H -3.495 -4.901 -0.110
H -2.333 -2.724 -0.290
H -0.623 -2.082 1.373
H -0.071 -3.628 3.222
C -4.714 7.486 -0.008
C -3.894 8.389 -0.671
C -4.051 9.753 -0.467
C -5.026 10.217 0.404
C -5.846 9.317 1.070
C -5.690 7.953 0.862
H -4.580 6.425 -0.158
H -3.128 8.026 -1.344
H -3.411 10.454 -0.987
H -5.147 11.281 0.566
H -6.604 9.678 1.753
H -6.329 7.250 1.382
C 2.382 -5.472 -6.222
C 3.247 -4.447 -6.581
C 3.697 -3.551 -5.621
C 3.288 -3.679 -4.300
C 2.423 -4.705 -3.943
C 1.968 -5.599 -4.903
H 2.028 -6.170 -6.971
H 3.569 -4.346 -7.610
H 4.366 -2.747 -5.901
H 3.636 -2.980 -3.551
H 2.101 -4.803 -2.914
H 1.290 -6.395 -4.623
C -4.151 -5.483 6.693
C -3.207 -6.025 5.831
C -2.328 -6.996 6.289
C -2.394 -7.430 7.606
C -3.339 -6.889 8.467
C -4.216 -5.914 8.011
H -4.835 -4.724 6.336
H -3.158 -5.693 4.802
H -1.588 -7.416 5.618
H -1.708 -8.188 7.962
H -3.391 -7.226 9.494
H -4.950 -5.489 8.683
C 5.343 3.337 -6.259
C 4.645 3.103 -7.436
C 3.756 2.040 -7.515
C 3.562 1.213 -6.416
C 4.259 1.446 -5.239
C 5.151 2.508 -5.163
H 6.035 4.168 -6.196
H 4.791 3.751 -8.291
H 3.211 1.857 -8.432
H 2.863 0.388 -6.470
H 4.098 0.805 -4.381
H 5.694 2.691 -4.243
C -4.322 -10.966 1.153
C -5.125 -11.363 2.214
C -4.974 -10.769 3.460
C -4.023 -9.776 3.645
C -3.222 -9.379 2.583
C -3.369 -9.974 1.338
H -4.440 -11.429 0.182
H -5.870 -12.135 2.069
H -5.599 -11.080 4.287
H -3.907 -9.307 4.614
H -2.482 -8.603 2.728
H -2.743 -9.662 0.512